1.
This record from OMol25 describes a structure of composition C11H10ClFI2N2OS. The level of theory is ωB97M-V with the def2-TZVPD basis set.

Highest occupied orbital energy (eV): -9.08
Frontier orbital gap (eV): 8.0878
ΔE to the lowest compared entry with this formula, charge and spin (eV): 0.0000
LUMO energy (Eh): -0.0363

Positions of all 29 atoms, in Å:
H 4.1662 -0.8190 -1.3827
C 1.3598 -1.2537 0.0670
H -2.4906 -1.0330 -0.5083
C 4.3846 -0.9901 -0.3302
S 0.6242 -3.4575 -0.3908
O -0.7119 2.2896 0.7372
C -0.0999 1.0895 0.4703
C -3.0809 0.9912 -0.4951
I -3.0376 -0.7522 2.0684
H 4.2220 -2.0159 -0.0419
H -0.8437 2.7549 -0.0975
C -4.6031 0.7539 -0.4550
F 3.8756 -0.2665 1.8494
H 3.9535 0.9886 0.3028
C -0.8136 -0.0327 0.1914
I -2.5250 1.1249 -2.5738
H -5.1002 1.3783 -1.1877
C -0.0619 -1.2261 -0.0145
Cl 2.0637 2.5851 0.9251
C -2.3056 -0.1676 0.1157
N 1.8620 -2.4685 -0.1284
C 3.5895 -0.0106 0.5007
H -4.8312 -0.2948 -0.6049
H 5.4366 -0.7588 -0.1830
C 1.3313 1.0632 0.5526
H -4.9687 1.0817 0.5129
C 2.0873 -0.0584 0.3607
N -0.5841 -2.4194 -0.2725
H -2.8983 1.9239 0.0123


2.
This record from OMol25 describes a cluster of 6 separate species, C14H33F3N4O10S in total. The level of theory is ωB97M-V with the def2-TZVPD basis set.

Highest occupied orbital energy (eV): -12.19
Charge: +2
Frontier orbital gap (eV): 6.2566
LUMO energy (Eh): -0.2180

Positions of all 65 atoms, in Å:
H -3.1408 1.1308 -0.5039
O -0.6320 -4.0310 2.2187
C -3.5228 2.0065 -1.0286
H 1.7851 -0.5631 3.6612
C 3.9375 1.7138 -1.4917
C -2.3651 -4.9444 0.8216
H -1.9481 -2.4211 0.2700
C -1.6771 -3.8527 1.6161
C 2.3168 -1.7313 -4.6036
H -3.6497 -2.0082 2.8332
C -2.8540 2.2459 -2.4309
C 0.0641 0.4785 0.0978
O 2.7670 -3.9294 -3.1256
C -3.5817 -2.2341 1.7691
H -0.9664 3.2458 -2.7425
C -1.7186 1.7626 5.0004
H -2.1412 -5.9586 1.1523
O 0.4583 -3.4893 -3.6842
H 5.1134 3.2428 -0.5717
H -0.9072 2.0008 -1.7669
N 0.1654 0.8072 3.5553
H 4.5547 2.1541 0.4734
H -3.4496 -4.8986 0.9216
C 0.9117 -0.3649 4.2825
H 0.6713 1.6786 3.4851
O 0.5082 -0.3198 0.9621
H 3.6373 -0.2396 -1.9480
F 2.5041 -2.4236 -5.7283
H 3.4317 0.0669 -0.0800
H -4.0029 -1.3819 1.2356
O -2.0679 0.3962 3.0195
N 4.3022 2.6840 -0.3485
H 2.4698 2.8672 0.6711
O 0.2286 0.1787 -1.1571
H 0.1708 1.4401 -3.8092
F 3.4532 -1.1646 -4.2921
H 0.1515 0.5996 2.5669
H -3.2817 2.8260 -0.3515
C 3.9573 0.2343 -1.0201
H -1.4271 1.6739 -4.6838
O -0.5173 1.5381 0.4341
H 0.8256 -0.5612 -1.0234
O 3.8119 2.0874 -2.6418
H 0.3131 -1.2688 4.1698
N -1.3231 2.3070 -2.6349
C 3.0560 3.5458 0.0514
C -1.2819 0.9273 3.8015
H -1.6855 2.8270 4.7678
H -1.5613 -1.7251 1.7073
H -4.6097 1.9647 -1.0983
N -2.1343 -2.4279 1.2626
C -0.9147 1.3450 -3.7798
H 5.0024 -0.0590 -0.9202
H -2.0571 -5.0053 -0.2222
F 1.3654 -0.8194 -4.7809
O -3.5892 2.4844 -3.3293
H 2.4814 3.8817 -0.8118
H 3.3288 4.4457 0.6026
S 1.7346 -2.9230 -3.2144
H -1.1186 0.3143 -3.4897
H 1.2553 -0.1157 5.2864
H -2.7218 1.4048 5.2322
O 1.5689 -2.1193 -2.0251
H -1.2122 1.5227 5.9353
H -4.2429 -3.0492 1.4753


3.
This record from OMol25 describes the molecule C25H29N3O4. The level of theory is ωB97M-V with the def2-TZVPD basis set.

Highest occupied orbital energy (eV): -8.81
Frontier orbital gap (eV): 8.2914
ΔE to the lowest compared entry with this formula, charge and spin (eV): 0.2525
LUMO energy (Eh): -0.0192
SMILES: CCCCN(CCCC)C(=O)c1ccccc1NC(=O)CN1C(=O)c2ccccc2C1=O

Positions of all 61 atoms, in Å:
H 0.5428 -4.6758 0.5537
H -1.7589 1.1805 2.6023
C 1.9319 -0.7851 -1.3369
H -3.5768 -1.4315 -2.7280
H 2.0892 -1.0904 -3.4272
H 5.1235 -2.6245 -2.0614
C -0.6832 -4.2135 2.2566
C 4.2592 3.0615 -0.4778
H -1.4997 -3.7835 1.6797
N -2.5300 0.3325 0.9025
C 3.1106 3.8137 -0.3014
C 0.6259 -4.1087 1.4835
H -5.9386 -0.9874 -3.3621
H 1.4343 -4.5480 2.0718
C -4.5788 0.4692 -0.0922
C 4.2703 1.7209 -0.1280
C -1.3911 0.6281 1.7321
C 2.2759 -2.5324 0.3799
O 3.5332 -0.6748 1.8833
C 5.1248 -1.5579 -1.8453
H 0.8896 -1.1191 -1.3666
H -0.6122 -3.6806 3.2026
H 4.1206 0.2327 -2.5047
H -6.5228 1.3165 0.2062
H 1.1080 0.4857 1.7924
H 0.1548 -2.2219 0.5687
H 3.1137 -2.8198 1.0203
O -1.4120 -0.9363 -0.6492
O -0.8301 2.3400 0.1440
C -0.4250 1.5215 0.9350
N 0.8776 1.2809 1.2126
C -4.2199 -0.8386 -2.0964
C 1.9870 1.9059 0.6114
H 1.0822 3.8292 0.3996
H -0.9131 -0.3018 2.0503
H 3.0986 4.8557 -0.5828
C -3.7518 -0.3023 -0.9155
N 2.4958 -1.1663 -0.0594
H -0.9224 -5.2530 2.4677
C 2.6756 -1.3626 -2.5472
C -5.5441 -0.5841 -2.4415
H 1.9363 0.3030 -1.4151
C 3.1309 1.1302 0.3926
H -7.3859 0.3618 -1.9216
H 2.6972 -2.4525 -2.4944
H 5.1612 1.1268 -0.2635
H 4.9121 -1.4239 -0.7892
H 4.3950 -0.9678 -3.7646
C -2.4165 -0.3757 -0.2813
C 4.1032 -0.8380 -2.7194
H 2.2556 -3.1845 -0.4938
H 6.1236 -1.1743 -2.0437
O -4.1068 1.5656 2.0342
C 1.9753 3.2454 0.2510
C -3.7878 0.9005 1.0848
C 3.0930 -0.3159 0.8014
H 5.1469 3.5155 -0.8912
H 1.0602 -2.0942 2.0916
C 0.9644 -2.6570 1.1593
C -6.3636 0.1798 -1.6257
C -5.8911 0.7195 -0.4326


4.
This record from OMol25 describes a cluster of 6 separate species, C15H35ClN5O5 in total. The level of theory is ωB97M-V with the def2-TZVPD basis set.

Highest occupied orbital energy (eV): -6.81
Charge: -1
Frontier orbital gap (eV): 9.3369
ΔE to the lowest compared entry with this formula, charge and spin (eV): 0.1884
LUMO energy (Eh): 0.0927

Positions of all 61 atoms, in Å:
H -0.0619 3.1522 -1.5361
H 2.7548 -0.7056 -0.6986
H -1.8059 -3.7530 0.5240
H 4.5693 1.7727 0.2761
Cl 0.5670 0.2039 -1.5408
H 3.7749 -2.6232 1.0555
H 1.8151 -4.3925 -2.0448
H -2.2735 0.3194 -1.8254
H 4.5413 -2.9408 -0.5034
H 1.9393 -1.5409 2.4558
O -0.7400 -5.1004 -1.3494
H 0.7438 -4.2881 -3.4219
H 0.8603 -2.9109 2.2590
H 0.0867 4.9162 -1.4389
H 3.5501 1.3454 -1.1029
H -2.1056 1.3904 1.7199
N -4.2165 1.0424 -1.3653
C -1.8053 -2.8482 -0.0799
C 4.7266 -0.2754 -0.2657
H -7.1437 1.5743 -0.0913
O -4.7061 1.9437 0.6391
C -5.0632 1.6144 -0.4753
H 1.2591 -2.8143 -2.6300
C -0.1224 -1.0518 2.7435
N -0.6899 -2.8592 -0.9886
H 2.8696 2.7222 2.0187
C -1.6116 0.8776 2.5420
H 2.7629 -2.9289 -0.3455
C 3.6889 -2.4602 -0.0239
C -6.4956 1.7910 -0.9357
C 1.0543 3.8777 0.1367
H -2.3211 1.6762 -0.7667
C 0.9649 -1.8481 2.0585
H -2.3381 0.2920 3.0990
H -6.7420 1.1728 -1.7974
H 1.7923 1.3033 2.0724
N 3.6366 -1.0548 -0.3442
C 0.6174 3.9753 -1.3090
O 1.0964 4.8435 0.8834
C -2.8487 0.7416 -1.0084
H 5.2867 1.5195 -1.3166
H -1.6963 -1.9954 0.5903
H -2.7741 0.1467 -0.1012
H -0.1798 0.2102 1.1290
C 1.8449 2.3736 1.8811
N 1.3854 2.6337 0.5337
C -0.2268 -4.0053 -1.5350
C 4.5196 1.1701 -0.6297
O 5.8253 -0.7169 0.0654
H -1.1881 1.6458 3.1960
H 1.2424 1.8480 -0.0972
O -0.5520 -1.3315 3.8512
H 1.2055 2.8753 2.6074
C 0.9584 -3.8490 -2.4466
H 1.4710 3.9509 -1.9828
H -2.7602 -2.7703 -0.6049
H 1.0101 -1.6498 0.9861
H -0.2179 -1.9881 -1.2070
H -4.4858 0.9467 -2.3271
H -6.6642 2.8337 -1.2148
N -0.5843 0.0002 2.0281